[1]
{
  "formula": "C3H5N2O5P2SYb",
  "method": "ωB97M-V/def2-TZVPD",
  "max_force_ev_per_a": 3.772,
  "total_charge": 1,
  "orbital_gap_ev": 2.359,
  "e_homo_ev": -9.958,
  "symbols": ["N", "C", "N", "C", "S", "P", "P", "O", "O", "O", "C", "O", "O", "H", "H", "H", "H", "H", "Yb"],
  "xyz": [[2.3067, 0.3560, 1.5357], [1.3336, 0.2640, 0.4388], [0.9887, 1.6354, 0.0382], [1.1999, 1.9217, -1.1414], [1.2378, 2.2521, -2.6782], [-0.1385, -0.6800, 1.1261], [-1.7714, -0.0465, -0.1581], [-1.3135, 0.3434, -1.4971], [-2.8054, -1.4312, -0.3907], [-2.6389, 1.1284, 0.5548], [1.9481, -0.6374, -0.6959], [3.1314, -0.5095, -0.9430], [1.1349, -1.4455, -1.2342], [1.9306, -0.0605, 2.3794], [2.5080, 1.3347, 1.6958], [0.0099, -2.0563, 0.8229], [-2.7999, -1.6190, -1.3511], [-2.0004, 1.8225, 0.7924], [-4.2617, -2.5725, 0.7057]],
  "lowdin_charge": [0.056, -0.652, 0.043, -0.740, 0.839, 0.896, 0.363, -0.297, -0.438, -0.187, -0.748, 0.071, -0.107, 0.038, 0.086, -0.055, 0.096, 0.088, 1.649]
}

[2]
{
  "formula": "C4H11NS",
  "method": "ωB97M-V/def2-TZVPD",
  "max_force_ev_per_a": 2.721,
  "smiles": "CC(C)(S)CN",
  "total_charge": 0,
  "orbital_gap_ev": 9.975,
  "e_above_lowest_kj_mol": 38.8,
  "e_homo_ev": -9.136,
  "symbols": ["C", "C", "C", "S", "C", "N", "H", "H", "H", "H", "H", "H", "H", "H", "H", "H", "H"],
  "xyz": [[-0.2474, -1.6338, -0.0076], [-0.1248, -0.1626, -0.5233], [-1.3411, 0.6197, 0.0799], [-0.1399, -0.1120, -2.4058], [1.1877, 0.3974, 0.0107], [1.2304, 0.6002, 1.4659], [-0.3666, -1.6834, 1.0906], [0.6071, -2.3374, -0.1550], [-1.1841, -2.0854, -0.3693], [-1.3398, 0.5177, 1.1825], [-1.3161, 1.7062, -0.0408], [-2.2542, 0.1609, -0.3307], [-1.0955, 0.8259, -2.5559], [1.9885, -0.3882, -0.2708], [1.4972, 1.3293, -0.5452], [2.2082, 0.8132, 1.7320], [0.6903, 1.4324, 1.6429]],
  "lowdin_charge": [-0.132, -0.832, -0.120, 0.735, -0.347, -0.003, 0.077, 0.087, 0.072, 0.078, 0.077, 0.080, -0.146, 0.130, 0.107, 0.083, 0.053]
}

[3]
{
  "formula": "C21H13Cl6O2Sc",
  "method": "ωB97M-V/def2-TZVPD",
  "max_force_ev_per_a": 0.773,
  "total_charge": 0,
  "orbital_gap_ev": 6.646,
  "e_homo_ev": -7.653,
  "symbols": ["Sc", "C", "C", "O", "C", "C", "C", "C", "C", "C", "O", "H", "H", "H", "H", "H", "H", "H", "Cl", "C", "C", "C", "Cl", "C", "Cl", "C", "Cl", "C", "Cl", "Cl", "C", "C", "C", "C", "C", "C", "C", "H", "H", "H", "H", "H", "H"],
  "xyz": [[-0.7463, -0.9217, 0.3100], [-0.1390, 2.3772, 3.0560], [0.1000, 1.5568, 1.8258], [-0.6713, 0.5706, 1.6731], [1.1381, 1.8892, 0.8918], [1.9242, 3.0499, 1.1218], [2.9040, 3.4358, 0.2549], [3.1387, 2.6539, -0.8951], [2.4141, 1.5234, -1.1521], [1.3948, 1.1106, -0.2707], [0.7203, 0.0355, -0.5583], [-0.9699, 1.9536, 3.6103], [-0.3640, 3.4105, 2.7895], [0.7541, 2.3868, 3.6828], [1.7380, 3.6487, 2.0028], [3.4870, 4.3261, 0.4423], [3.9071, 2.9568, -1.5962], [2.5784, 0.9283, -2.0402], [-3.0293, -4.0478, 0.1094], [-1.4718, -4.2017, 0.8899], [-0.6554, -3.0886, 0.9975], [0.5413, -3.2921, 1.6433], [1.5924, -1.8717, 1.8090], [0.9727, -4.5006, 2.1744], [2.4905, -4.6444, 2.9725], [0.1228, -5.5944, 2.0427], [0.5888, -7.1192, 2.6862], [-1.1085, -5.4478, 1.3964], [-2.1546, -6.8071, 1.2470], [0.5378, 3.1141, -4.4048], [-0.4834, 2.0833, -3.4311], [-1.1785, 2.6194, -2.3604], [-1.9548, 1.7876, -1.5676], [-2.0412, 0.4106, -1.8039], [-2.6290, -0.5213, -0.8080], [-1.3626, -0.0803, -2.9253], [-0.5914, 0.7380, -3.7352], [-1.1055, 3.6781, -2.1473], [-2.4852, 2.2113, -0.7207], [-2.9974, -1.4450, -1.2546], [-3.4204, -0.0669, -0.2101], [-1.4212, -1.1390, -3.1581], [-0.0645, 0.3334, -4.5894]],
  "lowdin_charge": [1.044, 0.009, -0.318, -0.071, -0.093, -0.028, -0.075, -0.048, 0.004, -0.310, -0.158, 0.093, 0.100, 0.102, 0.107, 0.104, 0.113, 0.127, 0.672, -0.691, -0.255, -0.668, 0.712, -0.709, 0.688, -0.698, 0.690, -0.703, 0.680, 0.636, -0.679, -0.107, -0.059, -0.359, -0.205, -0.063, -0.106, 0.106, 0.116, 0.023, 0.054, 0.118, 0.107]
}